55
Properties=species:S:1:pos:R:3:forces:R:3:nbo_charge:R:1 method="wB97M-V/def2-TZVPD" lumo_ev="0.58 / -3.48" total_energy_ev=-50417.9389 spin_multiplicity=3 fmax_ha_per_bohr=0.07856 total_charge=0 s_squared=2.019
Ag -0.2695 0.1788 0.0899 -1.21 1.89 2.46 1.325
F -1.0780 0.3635 2.3123 0.46 -0.48 -1.38 -0.658
F -1.1018 2.3152 0.0599 0.55 -1.25 -0.40 -0.698
N -4.0579 0.0867 0.4390 -1.66 -0.52 1.35 0.691
O -4.9393 -0.7825 0.2963 0.93 1.67 0.32 -0.359
O -4.1215 1.0989 1.1415 -0.48 -0.93 -0.69 -0.206
O -2.9828 -0.0925 -0.1067 1.11 -0.16 -0.92 -0.167
O 1.6412 -0.5875 1.4232 1.51 -0.90 2.61 -0.618
C 2.2042 -0.9906 2.4542 -2.05 1.02 -3.33 0.809
O 3.4310 -1.4986 2.3500 0.45 -0.81 -0.02 -0.476
C 3.8846 -2.0535 3.6046 -1.16 0.37 0.26 -0.073
C 2.5965 -2.1024 4.4621 -0.80 -0.06 1.33 -0.448
C 1.6700 -1.0731 3.8574 0.82 0.72 -0.50 -0.520
H 4.6003 -1.2996 3.9324 0.11 -0.39 0.64 0.189
H 4.3446 -3.0355 3.4952 0.04 0.23 -0.41 0.202
H 2.7450 -1.8846 5.5197 0.51 0.17 -0.03 0.218
H 1.9386 -2.9684 4.5356 1.04 -1.00 -0.66 0.219
H 1.8960 -0.1270 4.3491 -0.56 0.37 -0.25 0.240
H 0.6039 -1.2990 3.8349 0.16 0.25 0.14 0.271
O 1.5950 1.2895 -1.0032 1.54 1.30 -0.38 -0.601
C 2.2565 2.2912 -0.8038 -2.54 -1.56 1.75 0.819
O 3.1065 2.3473 0.2671 -0.69 -2.15 -0.32 -0.476
C 3.7596 3.5543 0.3616 0.51 1.84 -0.18 -0.065
C 3.4336 4.1814 -0.9665 1.15 2.28 -1.23 -0.436
C 2.0885 3.6752 -1.3647 1.08 -1.45 -0.94 -0.529
H 4.8299 3.3925 0.4895 -0.05 -0.01 0.12 0.187
H 3.3739 4.1612 1.1807 -0.06 -0.19 0.28 0.179
H 4.1716 3.8554 -1.6995 -0.01 -0.60 -0.09 0.204
H 3.5060 5.2530 -1.1521 0.04 0.32 1.03 0.222
H 2.1306 3.5710 -2.4489 -0.96 0.24 -0.01 0.239
H 1.1966 4.1421 -0.9469 0.07 -0.03 -0.11 0.267
O -0.6360 -2.1060 -0.0540 1.32 1.05 -0.65 -0.629
C -1.2764 -3.1117 -0.0078 0.26 2.88 0.92 0.809
O -0.8514 -4.2068 -0.5168 2.19 -1.89 -1.18 -0.449
C -1.6889 -5.2860 -0.2124 -1.29 -0.52 0.26 -0.076
C -2.6129 -4.6884 0.8875 -1.56 -1.17 -0.22 -0.442
C -2.5490 -3.2071 0.6851 -1.04 -0.18 0.13 -0.536
H -1.2003 -6.2414 -0.0213 0.76 0.52 0.78 0.203
H -2.1666 -5.5477 -1.1566 -0.89 0.32 0.08 0.181
H -2.3647 -4.7750 1.9453 0.44 -1.18 -0.26 0.225
H -3.6165 -5.0733 0.7067 -0.04 -0.13 0.43 0.222
H -2.5220 -2.6692 1.6327 0.05 0.23 -0.28 0.260
H -3.3295 -2.7768 0.0575 -0.05 -0.06 -0.02 0.256
O -0.8702 0.1612 -2.0632 -0.62 1.11 -1.23 -0.639
C -1.2869 1.0868 -2.7349 1.13 -0.84 -0.72 0.863
O -0.4497 1.8468 -3.5259 -1.25 -0.73 2.50 -0.475
C -1.2315 2.7727 -4.2650 0.71 -0.22 -1.66 -0.070
C -2.7323 2.3756 -4.1958 2.18 -0.04 -1.83 -0.434
C -2.7420 1.4216 -3.0279 -0.09 1.09 0.55 -0.545
H -0.7465 2.5738 -5.2206 -0.73 0.71 -0.69 0.189
H -1.0533 3.8223 -4.0313 0.18 -0.16 0.66 0.182
H -2.9129 1.8096 -5.1097 -0.32 0.10 -0.07 0.207
H -3.2464 3.3319 -4.2920 -0.75 -0.49 0.84 0.230
H -3.2894 0.5093 -3.2651 -0.11 0.16 0.65 0.248
H -3.0781 2.0157 -2.1781 -0.37 -0.76 0.55 0.271